14
Properties=species:S:1:pos:R:3:forces:R:3:lowdin_charge:R:1 method="wB97M-V/def2-TZVPD" lumo_energy_ev=-1.49 total_energy_ha=-1061.770309 homo_lumo_gap_ha=0.27507 e_above_lowest_kj_mol=382.9 e_homo_ev=-8.9770
C 1.614553 -0.551811 0.740294 -0.4 0.9 -0.8 -0.570
C 0.354852 0.305938 0.399004 1.0 -1.6 -1.2 -0.374
C 0.578216 1.771952 0.006475 0.1 -1.3 0.5 -0.565
C -2.784081 -0.042179 -0.780020 -1.3 2.0 2.6 -0.035
H 1.738941 -2.812081 -0.284559 1.4 2.6 -0.7 -0.046
H 2.429730 0.007354 1.202801 -0.5 0.2 0.1 0.044
H 1.247766 -1.297459 1.382516 -0.2 -0.8 1.2 0.029
H -0.418284 2.187494 0.059578 0.1 1.1 -0.4 0.036
H -2.651265 -0.866575 -1.371307 0.9 -2.1 -1.6 0.030
H -3.848725 0.386992 -0.872859 2.0 -0.1 0.4 0.097
N -0.740843 -0.419075 0.320790 -0.2 2.8 0.0 0.077
N -1.984657 0.344725 0.148892 0.6 -0.6 -1.0 -0.043
S 2.450497 -1.504586 -0.581905 -1.7 -2.4 0.4 0.610
S 2.013305 2.489307 -0.369705 -1.9 -1.0 0.5 0.709